# 1
Entry from the Open Molecules 2025 dataset: C45H49N4OOsP2S2Si2 as an isolated structure (the ωB97M-V functional and the def2-TZVPD basis).

Values from the calculation:
- molar mass (g mol⁻¹) = 1034.4
- E_tot (eV) = -113936.89486
- orbital gap (Eh) = 0.233
- strongest force on any atom (eV/Å) = 0.6
- HOMO (eV) = -9.90
- total charge = +1

Last column: Mulliken charge in e.
Atoms and positions in Å:
Os1 0.27820 -1.15888 -0.77837  1.25
C1 -2.36588 -3.33289 1.72138  -1.04
Si1 -2.97658 -2.49356 0.18670  -0.24
C2 -4.67000 -1.79477 0.53735  -0.94
C3 -3.10156 -3.72664 -1.19818  -1.04
N1 -1.88909 -1.23359 -0.32915  -0.22
P1 -1.78935 0.29460 0.13116  2.19
C4 -0.13450 0.61807 -0.31835  -0.52
P2 1.47438 1.24717 -0.57608  1.33
N2 2.21278 -0.10991 -0.95156  -0.01
Si2 3.85854 -0.65345 -1.02566  0.00
C5 4.64265 -0.73405 0.66168  -0.89
C6 3.85411 -2.36686 -1.73674  -1.08
C7 4.85377 0.46447 -2.14420  -1.14
C8 2.03090 2.16926 0.85898  0.37
C9 3.36111 2.58589 0.93068  -0.57
C10 3.80427 3.30640 2.02620  -0.84
C11 2.92068 3.62782 3.05030  -0.65
C12 1.59342 3.23664 2.97464  -0.80
C13 1.14749 2.51094 1.87738  -0.32
C14 1.50920 2.43543 -1.93782  0.27
C15 1.76318 1.95966 -3.22417  -0.48
C16 1.75145 2.82929 -4.30412  -1.15
C17 1.48819 4.17811 -4.10236  -0.63
C18 1.24370 4.65950 -2.82341  -0.78
C19 1.25629 3.79146 -1.74032  -0.58
C20 -2.91449 1.39234 -0.75680  0.06
C21 -3.74767 0.87378 -1.74241  -0.55
C22 -4.54061 1.72437 -2.50366  -1.05
C23 -4.49314 3.09302 -2.28678  -0.69
C24 -3.65471 3.61894 -1.30915  -0.83
C25 -2.86735 2.77252 -0.54657  -0.52
C26 -2.04357 0.57188 1.88968  0.77
C27 -3.18377 1.20692 2.38117  -0.74
C28 -3.39819 1.28369 3.75085  -0.71
C29 -2.48276 0.72352 4.62892  -0.82
C30 -1.35112 0.07768 4.14410  -0.79
C31 -1.13147 -0.00308 2.78011  -0.52
H1 -3.05287 -4.13176 2.01349  0.60
H2 -2.30286 -2.62232 2.55080  0.20
H3 -1.37414 -3.76191 1.56779  0.25
H4 -5.32702 -2.60928 0.85364  0.47
H5 -5.12864 -1.32179 -0.33335  0.31
H6 -4.64988 -1.06446 1.35061  0.29
H7 -3.78167 -4.53530 -0.91872  0.40
H8 -2.13072 -4.16917 -1.42868  0.28
H9 -3.49478 -3.26343 -2.10826  0.27
H10 3.92614 -1.13616 1.38174  0.16
H11 4.97787 0.23752 1.02878  0.35
H12 5.51405 -1.39458 0.63748  0.46
H13 3.23063 -3.03171 -1.13445  0.21
H14 4.87164 -2.76658 -1.73085  0.43
H15 3.49001 -2.38997 -2.76634  0.25
H16 4.77898 1.52108 -1.87961  0.32
H17 4.52734 0.36764 -3.18247  0.30
H18 5.91181 0.19296 -2.10218  0.44
H19 4.05141 2.35036 0.13187  0.49
H20 4.83791 3.62097 2.08238  0.46
H21 3.27067 4.18849 3.90706  0.40
H22 0.90328 3.49225 3.76800  0.48
H23 0.10998 2.20741 1.82288  0.42
H24 2.00608 0.91184 -3.35667  0.73
H25 1.96710 2.46192 -5.29947  0.51
H26 1.49154 4.86001 -4.94274  0.44
H27 1.05570 5.71353 -2.66764  0.47
H28 1.07908 4.17179 -0.74128  0.47
H29 -3.77231 -0.19760 -1.90176  0.64
H30 -5.20022 1.31751 -3.25935  0.48
H31 -5.11369 3.75531 -2.87621  0.42
H32 -3.61952 4.68722 -1.14171  0.46
H33 -2.21161 3.18582 0.21230  0.45
H34 -3.90828 1.63560 1.70114  0.45
H35 -4.28398 1.77570 4.12995  0.46
H36 -2.65466 0.78246 5.69586  0.44
H37 -0.64212 -0.36814 4.82967  0.57
H38 -0.26201 -0.52920 2.40083  0.10
C32 2.39964 -7.83354 4.88020  -0.98
C33 3.01843 -7.46848 6.20210  0.69
O1 3.34957 -8.26506 7.03258  -0.52
S1 3.30942 -5.72756 6.58628  -0.12
C34 2.71782 -4.87456 5.14656  -0.35
C35 3.58638 -4.58707 4.09698  -0.59
C36 3.13271 -3.89590 2.98659  -0.47
C37 1.80109 -3.48203 2.90916  -0.01
C38 0.93407 -3.76800 3.96857  -0.13
C39 1.39301 -4.44993 5.08186  -0.62
C40 1.32674 -2.76044 1.76329  0.09
C41 0.92478 -2.14727 0.78882  -0.11
H39 2.31231 -8.91566 4.83319  0.32
H40 3.01763 -7.47143 4.05830  0.30
H41 1.41632 -7.37364 4.78035  0.31
H42 4.61848 -4.90705 4.15833  0.46
H43 3.80467 -3.67001 2.16935  0.49
H44 -0.09859 -3.44992 3.90611  0.44
H45 0.72588 -4.66360 5.90691  0.47
S2 0.45116 -3.15660 -2.40060  -0.66
C42 -0.25882 -2.03645 -3.37102  0.06
N3 -0.70990 -2.19833 -4.64572  0.12
C43 -1.27730 -1.19398 -5.35022  -0.33
C44 -1.41883 0.03186 -4.77519  -1.40
C45 -0.95908 0.18236 -3.45466  0.42
N4 -0.40360 -0.80973 -2.79410  0.67
H46 -0.60697 -3.11885 -5.05243  0.27
H47 -1.59477 -1.42998 -6.35550  0.46
H48 -1.86567 0.85647 -5.30620  0.52
H49 -1.04253 1.12894 -2.93564  0.71

# 2
Entry from the Open Molecules 2025 dataset: one molecule with the formula C2H2INO3 in a non-equilibrium geometry (the ωB97M-V functional and the def2-TZVPD basis).

Values from the calculation:
- SMILES = O=CN(C=O)OI
- molar mass (g mol⁻¹) = 214.9
- E_tot (eV) = -17835.02137
- orbital gap (Eh) = 0.292
- strongest force on any atom (eV/Å) = 5.7
- HOMO (eV) = -9.60

Last column: Mulliken charge in e.
Atoms and positions in Å:
O1 -0.27589 2.00041 0.87035  -0.40
C1 0.33294 1.18597 0.26621  0.20
N1 0.00438 -0.13962 -0.05045  0.26
C2 0.80802 -1.12760 -0.44469  0.06
O2 0.46877 -2.19937 -0.79269  -0.44
O3 -1.61966 -0.66098 -0.09134  -0.45
I1 -3.01828 0.33254 0.61377  0.32
H1 1.46463 1.46560 -0.00461  0.17
H2 1.83511 -0.85695 -0.36655  0.27

# 3
Entry from the Open Molecules 2025 dataset: one molecule with the formula C14H16N4O2 in a non-equilibrium geometry (the ωB97M-V functional and the def2-TZVPD basis).

Values from the calculation:
- SMILES = C=CCc1cc(/C=N/n2cnnc2)cc(OCC)c1O
- molar mass (g mol⁻¹) = 272.3
- E_tot (eV) = -24830.62787
- orbital gap (Eh) = 0.304
- strongest force on any atom (eV/Å) = 1.1
- HOMO (eV) = -8.34

Last column: Mulliken charge in e.
Atoms and positions in Å:
C1 -1.81271 2.81508 -2.01802  -0.74
C2 -1.65644 2.06049 -3.08820  -0.12
C3 -0.91130 0.75644 -3.14850  -1.21
C4 -0.26513 0.38092 -1.84809  -0.20
C5 -0.95470 -0.31814 -0.87394  -0.82
C6 -0.36066 -0.63611 0.34623  0.25
C7 -1.08137 -1.36168 1.36211  -0.05
N1 -2.28822 -1.72847 1.17511  -0.64
N2 -2.96847 -2.41027 2.11852  0.35
C8 -4.29238 -2.73813 1.99324  0.00
N3 -4.69538 -3.39528 3.03278  -0.49
N4 -3.64845 -3.52653 3.87078  -0.47
C9 -2.62406 -2.94242 3.33521  0.02
C10 0.96070 -0.24312 0.59530  -0.55
C11 1.66229 0.45302 -0.36552  0.89
O1 2.95602 0.89606 -0.25613  -0.40
C12 3.66614 0.63634 0.93888  -0.34
C13 5.05433 1.23769 0.79085  -1.44
C14 1.04967 0.77180 -1.59447  0.74
O2 1.75025 1.45165 -2.53096  -0.65
H1 -2.36171 3.74041 -2.05591  0.29
H2 -1.40130 2.54302 -1.06026  0.22
H3 -2.08577 2.36443 -4.03440  0.36
H4 -0.14230 0.83968 -3.92056  0.38
H5 -1.61132 -0.02698 -3.45229  0.40
H6 -1.97336 -0.62523 -1.04639  0.48
H7 -0.53473 -1.56883 2.28708  0.24
H8 -4.88239 -2.46777 1.14353  0.44
H9 -1.65103 -2.89498 3.77665  0.43
H10 1.41566 -0.49206 1.54138  0.45
H11 3.73516 -0.44743 1.10354  0.38
H12 3.14243 1.09137 1.79034  0.38
H13 4.98088 2.30877 0.62190  0.33
H14 5.62967 1.05937 1.69433  0.42
H15 5.56900 0.78620 -0.05317  0.33
H16 2.63099 1.63071 -2.17095  0.34

# 4
Entry from the Open Molecules 2025 dataset: C24H34BIrN6 as an isolated structure in a non-equilibrium geometry (the ωB97M-V functional and the def2-TZVPD basis).

Values from the calculation:
- molar mass (g mol⁻¹) = 609.6
- E_tot (eV) = -37868.58461
- orbital gap (alpha / beta) (Eh) = 0.219 / 0.148
- strongest force on any atom (eV/Å) = 2.7
- HOMO (alpha / beta) (eV) = -17.37 / -17.37
- 2S+1 = 2
- total charge = +3

Last column: Löwdin spin population.
Atoms and positions in Å:
Ir1 -0.06408 -0.81992 -0.35665  0.05
C1 -2.40210 -1.98247 2.52338  -0.01
C2 -1.84074 -0.62120 2.50923  -0.01
C3 -2.04307 0.35811 3.48150  0.30
C4 -1.36830 1.49828 3.03634  0.23
C5 -1.30784 2.80342 3.70451  0.05
N1 -0.78901 1.18382 1.85191  0.01
N2 -1.06487 -0.09650 1.53025  0.35
B1 0.03671 2.12686 0.95653  0.00
N3 -0.61463 2.19979 -0.43950  0.00
N4 -0.73779 1.13117 -1.26549  0.00
C6 -1.31370 1.54850 -2.41004  0.00
C7 -1.61252 0.73226 -3.59279  0.00
C8 -1.56980 2.92283 -2.30106  0.00
C9 -1.10760 3.30661 -1.04075  0.00
C10 -1.13402 4.66156 -0.47548  0.00
N5 1.46812 1.56999 0.81366  0.00
N6 1.75199 0.33132 0.33325  0.00
C11 3.08912 0.17071 0.36129  0.00
C12 3.84552 -1.02071 -0.04333  0.00
C13 3.67027 1.34446 0.86321  0.00
C14 2.61215 2.21105 1.14504  0.00
C15 2.71991 3.56068 1.71370  0.00
H1 -3.08941 -2.08262 3.35927  0.00
H2 -1.61789 -2.72842 2.64615  0.00
H3 -2.94672 -2.19313 1.60473  0.00
H4 -2.61045 0.25464 4.38396  0.01
H5 -1.84844 2.76386 4.64741  0.00
H6 -1.75552 3.57992 3.08254  0.02
H7 -0.27930 3.10973 3.89927  0.02
H8 0.07553 3.19514 1.42926  0.00
H9 -1.22316 -0.27389 -3.50833  0.00
H10 -1.19761 1.21394 -4.48062  0.00
H11 -2.69019 0.69873 -3.76493  0.00
H12 -2.02216 3.54936 -3.04455  0.00
H13 -1.60856 5.34437 -1.17728  0.00
H14 -0.12467 5.02245 -0.27379  0.00
H15 -1.68276 4.69209 0.46576  0.00
H16 3.20315 -1.84122 -0.33502  0.00
H17 4.49461 -1.33513 0.77668  0.00
H18 4.52423 -0.77032 -0.86079  0.00
H19 4.71782 1.52777 1.00367  0.00
H20 3.76678 3.81127 1.87393  0.00
H21 2.19811 3.62881 2.66873  0.00
H22 2.28199 4.30862 1.05284  0.00
C16 2.30426 -2.53788 -2.97221  0.00
C17 1.13173 -2.68472 -2.07145  0.00
C18 -0.15589 -2.35619 -2.54679  0.00
C19 -1.31563 -2.60605 -1.79108  0.00
C20 -2.67673 -2.50749 -2.38904  0.00
C21 -1.15322 -3.11424 -0.47945  0.00
C22 0.10893 -3.50880 0.00714  0.00
C23 0.24152 -4.31661 1.24786  0.00
C24 1.24137 -3.24937 -0.79020  0.00
H23 2.62561 -1.49597 -3.03081  0.00
H24 2.04149 -2.83349 -3.98831  0.00
H25 3.15005 -3.13642 -2.64498  0.00
H26 -0.24544 -2.08194 -3.58975  0.00
H27 -3.22730 -1.64032 -2.02230  0.00
H28 -3.26444 -3.38436 -2.11375  0.00
H29 -2.63462 -2.45240 -3.47411  0.00
H30 -2.03708 -3.42019 0.06104  0.00
H31 0.70942 -3.75210 2.05640  0.00
H32 0.89687 -5.16986 1.06332  0.00
H33 -0.71998 -4.69427 1.58714  0.00
H34 2.18999 -3.65393 -0.46625  0.00

# 5
Entry from the Open Molecules 2025 dataset: C46H58GeN4O2RbS as an isolated structure in a non-equilibrium geometry (the ωB97M-V functional and the def2-TZVPD basis).

Values from the calculation:
- molar mass (g mol⁻¹) = 889.1
- E_tot (eV) = -126708.54291
- orbital gap (Eh) = 0.196
- strongest force on any atom (eV/Å) = 1.9
- HOMO (eV) = -3.46
- total charge = -1

Last column: Mulliken charge in e.
Atoms and positions in Å:
Rb1 0.04130 0.90678 0.13362  0.72
C1 -2.16003 1.82419 2.66889  -0.42
C2 -0.88081 2.31286 3.02502  -0.49
C3 -0.52360 3.28658 2.03571  -0.03
C4 -1.61048 3.35973 1.12644  -0.70
C5 -2.61489 2.46002 1.50444  -0.48
C6 -3.96607 2.27080 0.85022  2.37
C7 -4.25511 0.77915 0.64697  -1.50
C8 -4.01169 2.95158 -0.51943  -1.88
C9 -5.06856 2.87276 1.73294  -1.89
C10 0.67449 4.22626 1.86815  2.79
C11 0.51553 5.47591 2.75151  -1.93
C12 2.03566 3.57560 2.14806  -1.36
C13 0.77330 4.72484 0.41574  -2.31
C14 -0.15592 1.76682 4.25796  2.95
C15 0.37817 2.87054 5.18181  -1.97
C16 0.97148 0.79377 3.86393  -1.17
C17 -1.12331 0.94528 5.12600  -2.27
H1 -2.72036 1.08453 3.21902  0.55
H2 -1.67523 4.02704 0.27995  0.14
H3 -3.52867 0.36038 -0.05385  0.10
H4 -5.25959 0.62676 0.23718  0.38
H5 -4.17099 0.22969 1.58486  0.33
H6 -3.23065 2.56147 -1.17510  0.19
H7 -3.86560 4.02880 -0.42520  0.36
H8 -4.98066 2.78268 -0.99821  0.44
H9 -5.06733 2.39992 2.71577  0.32
H10 -6.05740 2.74005 1.28217  0.46
H11 -4.89111 3.93956 1.87728  0.38
H12 0.42245 5.21407 3.80411  0.24
H13 -0.39295 6.00684 2.46344  0.38
H14 1.36694 6.15509 2.63542  0.47
H15 2.13859 3.21182 3.16499  0.15
H16 2.83590 4.30130 1.97231  0.74
H17 2.20183 2.73218 1.47173  -0.25
H18 -0.08915 5.32762 0.13571  0.37
H19 0.85535 3.89842 -0.29457  0.43
H20 1.66477 5.34826 0.30156  0.47
H21 1.15657 3.47665 4.72812  0.35
H22 0.79438 2.42888 6.09263  0.44
H23 -0.43630 3.53931 5.46660  0.35
H24 1.68647 1.24521 3.17852  -0.41
H25 0.54700 -0.08168 3.36692  0.17
H26 1.51971 0.44786 4.74721  0.60
H27 -1.98227 1.54384 5.43123  0.45
H28 -0.60306 0.60202 6.02446  0.48
H29 -1.48738 0.06721 4.59522  0.22
C18 1.46764 -4.05645 -0.77644  -1.77
C19 1.51173 -2.87645 0.15333  0.94
N1 0.46808 -2.31490 0.63986  -0.07
N2 -0.72931 -2.69859 0.12844  -0.06
C20 -1.89930 -2.30422 0.72531  0.08
N3 -2.93772 -2.27188 -0.17095  -0.60
S1 -2.05068 -1.98399 2.32803  -0.25
C21 2.81195 -2.28046 0.59042  0.31
C22 4.03055 -2.92518 0.38964  -0.74
C23 5.19903 -2.29442 0.78790  -0.65
C24 5.12023 -1.04882 1.38115  -0.78
C25 3.86088 -0.48298 1.53780  -0.01
N4 2.74037 -1.06535 1.14317  0.29
H30 1.29370 -3.75088 -1.81107  0.22
H31 0.65828 -4.72557 -0.47606  0.48
H32 2.39460 -4.62029 -0.76372  0.46
H33 -0.76933 -2.99493 -0.84026  0.36
H34 -2.71218 -1.91497 -1.09182  0.30
H35 -3.77986 -1.87752 0.22193  0.32
H36 4.07998 -3.89562 -0.07902  0.23
H37 6.15685 -2.77252 0.62581  0.43
H38 6.00442 -0.51542 1.70012  0.46
H39 3.74982 0.49573 1.99189  0.23
O1 -0.53658 -0.12034 -2.03487  -0.91
C26 0.63115 -0.01700 -2.47258  0.70
O2 1.39242 0.97606 -2.34086  -0.53
C27 1.22032 -1.21659 -3.21656  -1.14
C28 2.73701 -1.23977 -3.17945  -0.49
Ge1 3.51898 0.36393 -4.01860  2.35
C29 2.41315 1.01432 -5.50802  -0.25
C30 1.63672 2.16367 -5.35800  0.11
C31 0.82925 2.61687 -6.39078  -0.74
C32 0.77360 1.92296 -7.59122  -0.47
C33 1.53489 0.77708 -7.75644  -0.69
C34 2.34794 0.33221 -6.72153  -0.16
C35 4.16755 1.91310 -3.03384  -0.36
C36 4.70540 2.96878 -3.76819  -0.22
C37 5.19070 4.10522 -3.13508  -0.79
C38 5.15195 4.19447 -1.75199  -0.69
C39 4.61722 3.15096 -1.01039  -0.23
C40 4.11730 2.02675 -1.65209  -0.36
C41 5.18184 -0.38861 -4.83455  0.28
C42 6.44015 0.16456 -4.59411  -0.43
C43 7.59618 -0.40074 -5.11865  -0.78
C44 7.52118 -1.54090 -5.90295  -0.42
C45 6.28350 -2.11729 -6.14790  -0.93
C46 5.13647 -1.54822 -5.61293  -0.42
H40 0.88474 -1.16455 -4.25849  0.54
H41 0.75311 -2.10523 -2.78734  0.27
H42 3.15031 -2.09090 -3.72344  0.71
H43 3.09078 -1.31375 -2.14636  -0.11
H44 1.64901 2.69330 -4.41650  0.37
H45 0.22948 3.50831 -6.25281  0.40
H46 0.13490 2.27300 -8.39264  0.36
H47 1.49934 0.23003 -8.69064  0.41
H48 2.95080 -0.55268 -6.87772  0.12
H49 4.74512 2.90553 -4.85069  0.54
H50 5.59811 4.91969 -3.72105  0.38
H51 5.52300 5.08092 -1.25234  0.38
H52 4.56914 3.22548 0.06808  0.37
H53 3.67084 1.23223 -1.07396  0.19
H54 6.52449 1.05458 -3.98264  0.28
H55 8.55835 0.05172 -4.91281  0.40
H56 8.42052 -1.98291 -6.31465  0.37
H57 6.21244 -3.01355 -6.75146  0.38
H58 4.18557 -2.03486 -5.80328  0.27

Q: Look up the strongest force on any atom of the fifth one.
A: 1.9 eV/Å